The following is a DFT calculation (the ωB97M-V functional and the def2-TZVPD basis) of an isolated molecule of C20H21FN8.

Each atom is followed by the atoms it is bonded to, with distances in Å.
Element x y z (Å)
1 C 1.675 0.447 5.339  C2 1.517, H30 1.153, H31 1.071, H32 1.177
2 C 1.977 0.867 3.913  C1 1.517, N3 1.293, C28 1.445
3 N 1.217 0.310 3.027  C2 1.293, C4 1.448
4 C 1.447 0.557 1.619  N3 1.448, C5 1.479, C26 1.390
5 C 0.590 0.268 0.448  C4 1.479, N6 1.363, C16 1.430
6 N 0.737 0.727 -0.826  C5 1.363, C7 1.296
7 C -0.348 0.540 -1.509  N6 1.296, N8 1.386, N15 1.360
8 N -0.526 0.879 -2.841  C7 1.386, C9 1.450, C14 1.502
9 C -1.164 0.019 -3.818  N8 1.450, C10 1.544, H33 1.082, H34 1.116
10 C -0.128 -0.769 -4.650  C9 1.544, N11 1.522, H35 1.077, H36 1.087
11 N 0.886 0.181 -5.272  C10 1.522, C12 1.475, C13 1.448
12 C 1.837 -0.406 -6.235  N11 1.475, H37 1.135, H38 1.143, H39 1.104
13 C 1.440 1.134 -4.333  N11 1.448, C14 1.548, H40 1.072, H41 1.088
14 C 0.360 1.886 -3.518  N8 1.502, C13 1.548, H42 1.085, H43 1.090
15 N -1.195 -0.196 -0.740  C7 1.360, C16 1.376, H44 1.000
16 C -0.649 -0.444 0.499  C5 1.430, N15 1.376, C17 1.520
17 C -1.614 -1.027 1.519  C16 1.520, C18 1.504, C25 1.351
18 C -2.699 -1.991 1.125  C17 1.504, C19 1.382, H45 1.107
19 C -3.593 -2.465 2.065  C18 1.382, C20 1.494, H46 1.036
20 C -3.397 -2.003 3.473  C19 1.494, N21 1.243, N24 1.335
21 N -4.141 -2.295 4.425  C20 1.243, C22 1.417
22 C -3.505 -1.671 5.526  N21 1.417, N23 1.313, H47 1.121
23 N -2.479 -0.943 5.151  C22 1.313, N24 1.343
24 N -2.415 -1.172 3.830  C20 1.335, N23 1.343, C25 1.415
25 C -1.623 -0.606 2.803  C17 1.351, N24 1.415, H48 1.047
26 C 2.516 1.407 1.358  C4 1.390, C27 1.332, H49 1.091
27 C 3.294 2.003 2.259  C26 1.332, C28 1.362, H50 1.148
28 C 3.088 1.727 3.576  C2 1.445, C27 1.362, F29 1.346
29 F 4.085 2.176 4.360  C28 1.346
30 H 2.213 -0.504 5.708  C1 1.153
31 H 0.626 0.232 5.365  C1 1.071
32 H 2.002 1.305 6.075  C1 1.177
33 H -1.782 0.634 -4.458  C9 1.082
34 H -1.799 -0.790 -3.385  C9 1.116
35 H 0.351 -1.429 -3.947  C10 1.077
36 H -0.661 -1.340 -5.408  C10 1.087
37 H 2.815 -0.743 -5.768  C12 1.135
38 H 1.958 0.267 -7.151  C12 1.143
39 H 1.443 -1.327 -6.701  C12 1.104
40 H 1.979 0.534 -3.626  C13 1.072
41 H 2.104 1.804 -4.876  C13 1.088
42 H -0.285 2.465 -4.170  C14 1.085
43 H 0.850 2.513 -2.772  C14 1.090
44 H -2.138 -0.353 -1.035  N15 1.000
45 H -2.849 -2.270 0.065  C18 1.107
46 H -4.169 -3.282 1.794  C19 1.036
47 H -3.922 -1.608 6.565  C22 1.121
48 H -1.097 0.292 2.920  C25 1.047
49 H 2.651 1.650 0.303  C26 1.091
50 H 4.038 2.813 1.930  C27 1.148

Structure (SMILES) ... Cc1nc(-c2nc(N3CCN(C)CC3)[nH]c2-c2ccc3ncnn3c2)ccc1F
Net charge ... 0
E_tot ... -1312.53533 hartree
ΔE to the lowest compared entry with this formula, charge and spin ... 201.5 kJ/mol
2S+1 ... 1
Orbital gap ... 7.538 eV